A molecular structure, C2H3NOS in a non-equilibrium geometry. Source: OMol25; level of theory: wB97M-V/def2-TZVPD.

```
8
C2H3NOS (wB97M-V/def2-TZVPD)
C 1.18882 -0.44605 0.04125
C -0.73678 0.68074 -0.00209
N -0.15924 -0.74865 0.08003
O 2.17241 -1.14165 0.13975
S 0.92230 1.32559 0.13111
H -1.38601 0.86324 -0.97618
H -1.36439 0.92831 0.94967
H -0.63711 -1.46152 -0.36354
```

Output
Strongest force on any atom ... 0.072 hartree/bohr
E_LUMO ... 0.522 eV
HOMO energy ... -9.80 eV
HOMO-LUMO gap ... 10.3 eV
ΔE to the lowest compared entry with this formula, charge and spin ... 10.3 kcal/mol
Total charge ... 0

***

A single C6H8FN molecule in a non-equilibrium geometry. Source: OMol25; level of theory: wB97M-V/def2-TZVPD.

```
16
C6H8FN (wB97M-V/def2-TZVPD)
F 2.39596 0.25708 -0.13376
C 1.10851 -0.05421 0.02372
C 0.61282 -1.23583 -0.39531
C -0.88290 -1.06311 -0.07400
C -0.84039 -0.24325 1.33552
C -0.01456 0.81248 0.65118
C -0.79115 1.24729 -0.62322
N -1.58180 -0.01635 -0.83809
H 1.14520 -1.91323 -0.96394
H -1.63662 -1.92237 -0.22863
H -1.82338 0.17363 1.67922
H -0.05504 -0.69085 2.11793
H 0.50377 1.61449 1.18114
H 0.08935 1.45141 -1.35832
H -1.39417 2.22494 -0.33582
H -2.47411 0.08253 -0.52836
```

Output
Strongest force on any atom ... 0.107 hartree/bohr
E_LUMO ... 0.954 eV
Structure (SMILES) ... FC1=C[C@H]2C[C@@H]1CN2
HOMO energy ... -8.94 eV
HOMO-LUMO gap ... 9.9 eV
ΔE to the lowest compared entry with this formula, charge and spin ... 62.4 kcal/mol
Total charge ... 0

***

A molecular structure, C5H8Ag5Br4O3 in a non-equilibrium geometry. Source: OMol25; level of theory: wB97M-V/def2-TZVPD.

```
25
C5H8Ag5Br4O3 (wB97M-V/def2-TZVPD)
Ag -1.63198 -3.25840 1.38320
Ag -2.71847 1.90875 -1.24944
Ag -4.94209 -0.93158 -2.18537
Ag -4.58563 -0.13455 1.39438
Ag -2.24242 -3.10221 -2.12722
C -2.15258 -0.75737 -0.56281
O -2.74681 -0.68874 -1.74621
O -2.57218 0.04768 0.37616
O -1.30751 -1.70991 -0.33500
Br -0.34554 2.70118 -0.15863
C -0.31453 2.04276 1.71564
C 0.81183 2.71427 2.43821
Br 0.68409 2.05890 4.25184
H -0.11435 0.98278 1.58345
H -1.28710 2.19395 2.16513
H 0.70620 3.79466 2.46883
H 1.79336 2.42845 2.08223
Br 2.71773 0.61035 -0.29311
C 2.18345 -0.97511 -1.25477
C 3.37398 -1.67107 -1.87558
Br 4.43283 -2.56054 -0.50776
H 1.48727 -0.65966 -2.03653
H 1.64654 -1.63222 -0.57492
H 4.03723 -0.96323 -2.36391
H 3.08668 -2.43912 -2.58781
```

Output
Strongest force on any atom ... 0.043 hartree/bohr
E_LUMO ... -12.824 eV
HOMO energy ... -15.90 eV
HOMO-LUMO gap ... 3.1 eV
ΔE to the lowest compared entry with this formula, charge and spin ... 28.7 kcal/mol
Total charge ... +3

***

A molecular structure, C20H38Cl2InO6 in a non-equilibrium geometry. Source: OMol25; level of theory: wB97M-V/def2-TZVPD.

```
67
C20H38Cl2InO6 (wB97M-V/def2-TZVPD)
C 1.41768 3.66743 0.26020
C 0.90706 2.65131 -0.13257
In 0.25459 0.70248 -0.91728
C -1.57145 0.08059 0.13987
C -2.05938 -1.33086 -0.17963
C -3.47903 -1.72755 0.32813
C -4.18059 -0.75351 1.21653
O -5.28007 -0.31845 0.98645
O -3.53360 -0.42344 2.36263
O -0.07203 1.02586 -2.95003
C -1.34691 1.47870 -3.29747
C -2.25432 0.36573 -3.91362
C -3.58101 0.19045 -3.14749
O -1.55779 -0.84214 -4.09273
C 1.96236 -0.71923 -0.83810
Cl 3.12183 -0.58606 -2.16535
C 2.23951 -1.64757 0.07612
C 3.37924 -2.62362 0.10538
Cl 1.18797 -1.76586 1.47709
H 1.88053 4.56780 0.60316
H -2.35322 0.78718 -0.16150
H -1.40216 0.22486 1.20241
H -2.07839 -1.43441 -1.26373
H -1.35149 -2.07481 0.17893
H -4.14206 -1.90697 -0.51244
H -3.42633 -2.66864 0.88199
H -3.74314 0.50890 2.51026
H -1.24300 2.27460 -4.04633
H -1.85068 1.94092 -2.43743
H -2.52474 0.68697 -4.91953
H -3.69474 0.92269 -2.34908
H -3.67096 -0.80764 -2.72405
H -4.43406 0.32230 -3.81379
H -0.99790 -0.98569 -3.32197
H 3.03925 -3.54317 0.57941
H 3.65643 -2.87842 -0.91370
H 4.23509 -2.22432 0.64403
C 5.62919 0.98696 -4.87924
C 6.25203 0.80094 -3.50708
O 7.32010 -0.13642 -3.47805
C 8.42890 0.16141 -4.29759
C 9.11495 1.47727 -3.96649
H 5.26521 0.03331 -5.26358
H 4.78794 1.67647 -4.81204
H 6.33766 1.39324 -5.60459
H 5.49830 0.40966 -2.82710
H 6.57734 1.76374 -3.09692
H 8.14453 0.13547 -5.35671
H 9.12925 -0.66045 -4.14152
H 8.45581 2.33211 -4.11971
H 9.99036 1.61337 -4.60370
H 9.43730 1.48658 -2.92432
C -5.55873 0.04127 4.83554
C -4.18601 0.21719 5.46297
O -4.21350 0.77912 6.76723
C -4.92382 0.04448 7.74160
C -4.38960 -1.35916 7.97597
H -6.08479 0.99696 4.79527
H -5.46805 -0.34835 3.82698
H -6.18286 -0.65382 5.40064
H -3.59349 0.91471 4.87103
H -3.63456 -0.72828 5.46757
H -5.99198 0.01083 7.49595
H -4.83174 0.62531 8.66024
H -4.47218 -1.98276 7.08543
H -4.95238 -1.84416 8.77498
H -3.33767 -1.32344 8.26245
```

Output
Strongest force on any atom ... 0.025 hartree/bohr
E_LUMO ... 2.472 eV
HOMO energy ... -5.62 eV
HOMO-LUMO gap ... 8.1 eV
Total charge ... -1

***

A molecular structure, C10H15N4OPdS2 in a non-equilibrium geometry. Source: OMol25; level of theory: wB97M-V/def2-TZVPD.

```
33
C10H15N4OPdS2 (wB97M-V/def2-TZVPD)
Pd 0.69094 -0.15473 0.32957
C -0.55537 3.64375 -1.24989
C -0.51262 2.28801 -0.70439
N 0.75718 1.69494 -0.34235
N 1.77404 2.21375 -0.83248
C 2.98154 1.53097 -0.46914
N 4.05256 2.13982 -0.89309
S 2.95279 0.10388 0.44003
C -1.60306 1.46013 -0.41551
C -2.92503 1.91150 -0.61202
C -3.99445 1.13022 -0.18715
C -3.70856 -0.06684 0.42879
C -2.35503 -0.49052 0.58655
N -1.34691 0.21943 0.16498
H 0.41895 3.97519 -1.59657
H -0.87936 4.33065 -0.45138
H -1.28852 3.72461 -2.05504
H 3.99203 3.01643 -1.40145
H 4.97991 1.76281 -0.72216
H -3.10574 2.87525 -1.07112
H -5.01489 1.46429 -0.32526
H -4.49855 -0.71192 0.79620
H -2.14017 -1.44556 1.04887
C 1.35585 -4.67223 0.02540
S 0.24527 -3.38782 0.55843
C 0.99540 -2.99437 2.12386
O 0.64208 -2.11450 -0.26576
H 2.37373 -4.28697 0.00006
H 1.03799 -5.02067 -0.95525
H 1.24974 -5.48114 0.75151
H 0.77218 -3.70404 2.91994
H 0.58192 -2.02144 2.39543
H 2.07414 -2.93290 1.98040
```

Output
Strongest force on any atom ... 0.020 hartree/bohr
E_LUMO ... -14.129 eV
HOMO energy ... -19.26 eV
HOMO-LUMO gap ... 5.1 eV
Total charge ... +3

***

A molecular structure, C4H10N2O in a non-equilibrium geometry. Source: OMol25; level of theory: wB97M-V/def2-TZVPD.

```
17
C4H10N2O (wB97M-V/def2-TZVPD)
C -0.51247 0.19428 -0.13214
C 0.47667 1.78473 1.49385
N 0.78127 0.43272 0.17049
N -1.26349 -0.50438 0.80410
C 0.28611 -1.07698 -1.49996
C 1.04823 -2.12207 -1.24472
O -1.23108 1.08059 -0.87983
H -2.03500 1.33714 -0.40961
H 1.20699 1.01822 -0.53856
H -0.69470 -1.12561 1.36187
H -2.07680 -0.96503 0.42049
H -0.13323 -0.86575 -2.47982
H 1.46864 2.22103 1.55770
H 0.20452 1.21510 2.37574
H -0.26358 2.54478 1.24496
H 1.48936 -2.27061 -0.26441
H 1.24855 -2.89814 -1.98016
```

Output
Strongest force on any atom ... 0.130 hartree/bohr
E_LUMO ... 0.765 eV
HOMO energy ... -7.58 eV
HOMO-LUMO gap ... 8.3 eV
ΔE to the lowest compared entry with this formula, charge and spin ... 126.6 kcal/mol
Total charge ... 0

***

4 unconnected molecules or ions with the total composition C4H14NO3. Source: OMol25; level of theory: wB97M-V/def2-TZVPD.

```
22
C4H14NO3 (wB97M-V/def2-TZVPD)
C -1.59207 -0.16761 -2.01641
C -0.29559 0.40709 -1.54298
C 0.55625 1.07512 -2.28963
C 0.63294 0.85610 0.65165
N 0.09897 0.08000 -0.19676
H -2.35735 -0.20886 -1.22971
H -1.45329 -1.16680 -2.42067
H -1.97036 0.47696 -2.81053
H 1.55211 1.28805 -1.94353
H 0.30872 1.44182 -3.26251
H 0.55390 0.59501 1.69086
H 1.16396 1.76814 0.41504
H -0.18116 -0.81739 0.23612
H -1.96796 2.48379 1.69529
H -0.80314 3.35151 2.32135
O -1.02395 2.66028 1.69307
H 1.89923 -1.71503 2.63916
H 3.10222 -1.86385 1.66089
O 2.15382 -1.69850 1.71129
H 0.38269 -2.73215 0.84332
H -1.13953 -3.09247 0.94626
O -0.50646 -2.50091 0.52769
```

Output
Strongest force on any atom ... 0.019 hartree/bohr
E_LUMO ... -3.825 eV
HOMO energy ... -13.68 eV
HOMO-LUMO gap ... 9.9 eV
ΔE to the lowest compared entry with this formula, charge and spin ... 27.7 kcal/mol
Total charge ... +1

***

3 unconnected molecules or ions with the total composition C4H16NO2 in a non-equilibrium geometry. Source: OMol25; level of theory: wB97M-V/def2-TZVPD.

```
23
C4H16NO2 (wB97M-V/def2-TZVPD)
C -0.59033 -0.51684 -1.26493
C 0.05333 -1.71490 -0.56543
C 1.32415 -2.11449 -1.35934
C 0.51223 -1.32064 0.84000
N -1.89233 -0.02321 -0.59306
H 0.08106 0.34384 -1.26058
H -0.85006 -0.65470 -2.31411
H -0.62538 -2.56771 -0.53696
H 2.17433 -1.52154 -1.01266
H 1.63923 -3.11544 -1.05774
H 1.18738 -2.05448 -2.43324
H 0.99410 -0.34962 0.87235
H 1.33252 -1.94993 1.19853
H -0.30085 -1.37650 1.56498
H -2.25441 0.61853 -1.29605
H -2.42817 -0.84237 -0.33417
H -1.68441 0.62309 0.22956
H -1.11085 1.80183 2.02531
H 0.07525 2.10812 1.30177
O -0.86208 1.78752 1.10117
H 1.47087 3.64001 1.98930
H 1.89414 3.19574 0.58090
O 1.40931 2.95359 1.34303
```

Output
Strongest force on any atom ... 0.039 hartree/bohr
E_LUMO ... -2.895 eV
HOMO energy ... -15.20 eV
HOMO-LUMO gap ... 12.3 eV
ΔE to the lowest compared entry with this formula, charge and spin ... 16.8 kcal/mol
Total charge ... +1